Computed, not measured: 16 unconnected molecules or ions with the total composition H31O16, with ωB97M-V with the def2-TZVPD basis set.

```
47
Properties=species:S:1:pos:R:3
O -4.543 -1.325 -3.263
H -1.608 -0.030 5.179
H -4.273 3.999 -0.673
O 1.474 4.841 -0.634
H -5.036 -0.750 -2.678
H -4.063 -1.827 -2.585
O 5.542 -0.525 1.476
H 2.222 4.224 -0.610
H -3.177 4.052 0.289
O -3.948 4.576 0.032
H -1.688 0.726 -0.302
H 0.813 4.217 -0.980
O -1.960 0.475 5.898
H 0.493 -3.959 -0.668
H 1.739 -0.114 0.553
O 1.396 -0.604 -3.342
H 1.348 0.320 -3.613
H 0.964 -0.709 -2.570
O -3.876 -1.853 -0.597
H -3.525 -0.934 -0.812
H -4.382 -1.333 0.071
O 0.813 0.354 2.272
H 0.188 0.905 2.770
H 6.118 0.204 1.228
O -0.273 -2.544 2.314
H -0.442 -3.314 1.751
O -0.200 -4.134 -0.018
H -2.498 1.123 5.453
H -1.066 -3.862 -0.350
O 3.518 -2.603 -1.117
H 4.708 -0.403 1.026
H 3.161 -1.994 -0.381
O 2.122 -0.996 0.291
H 2.988 0.869 -2.153
H 0.555 1.591 0.869
O -1.587 1.982 0.372
H 3.201 -1.959 -1.741
H -1.686 -0.678 -1.475
O 0.750 1.668 -0.060
H 1.286 -1.474 0.428
H -0.056 1.974 -0.600
O -1.696 -0.306 -0.609
H -0.049 -1.854 1.700
H 0.207 -0.380 2.147
O 3.510 0.634 -2.948
H -1.110 1.974 1.201
H 3.627 -0.243 -2.542
```

Summary:
- Relative energy (zero: lowest compared OMol25 entry of this formula, charge and spin): 118.2 kcal/mol
- Spin multiplicity: 1
- HOMO energy: -0.2246 Ha
- Frontier orbital gap: 8.2296 eV
- Lowest unoccupied orbital energy: 2.119 eV
- Total charge: -1

Mulliken population analysis, charges in e, atoms 1 to 8:
1. O -0.639
2. H 0.314
3. H 0.309
4. O -0.644
5. H 0.304
6. H 0.370
7. O -0.631
8. H 0.311